# 1
An isolated molecule of C20H29N3O3S, computed with wB97M-V/def2-TZVPD.

```
56
Properties=species:S:1:pos:R:3:forces:R:3:lowdin_charge:R:1
C 4.131 3.335 -0.456 0.0 0.0 -0.1 -0.053
C 2.705 2.891 -0.576 0.0 0.0 0.1 -0.296
C 1.800 3.070 0.461 0.1 0.0 -0.2 -0.045
C 0.485 2.653 0.352 -0.2 0.0 0.1 -0.013
C 0.052 2.036 -0.816 0.2 0.2 0.2 -0.242
C 0.948 1.868 -1.870 -0.1 0.0 0.1 -0.022
C 2.255 2.288 -1.746 -0.1 0.0 0.1 -0.049
H 2.942 2.144 -2.568 0.1 0.0 -0.1 0.116
H 0.612 1.390 -2.780 0.0 -0.1 -0.1 0.118
N -1.263 1.581 -0.994 0.1 0.2 -0.4 0.121
C -2.134 1.219 -0.018 0.0 -0.2 -0.2 -0.509
O -1.922 1.289 1.171 -0.1 0.1 0.2 0.074
C -3.480 0.760 -0.560 -0.3 -0.4 -0.3 -0.197
H -3.970 1.604 -1.048 0.0 0.0 0.0 0.096
H -4.096 0.407 0.265 0.0 0.0 0.0 0.095
S -3.441 -0.572 -1.862 -0.7 -0.3 1.2 0.974
O -2.088 -0.547 -2.447 0.9 0.0 -0.8 -0.542
C -3.526 -2.061 -0.759 -0.1 0.6 -0.2 -0.213
C -2.854 -1.939 0.597 -0.2 -0.1 -0.2 -0.518
O -3.537 -1.652 1.565 -0.3 0.1 0.1 0.049
N -1.538 -2.190 0.676 0.2 0.0 0.1 -0.037
C -0.618 -2.502 -0.391 0.3 0.0 -0.4 -0.117
H -1.095 -2.426 -1.366 0.0 0.0 0.1 0.098
C 0.562 -1.530 -0.369 -0.1 -0.2 -0.1 -0.147
N 1.236 -1.542 0.918 0.0 -0.1 0.0 -0.116
C 0.276 -1.162 1.947 -0.1 -0.2 0.0 -0.148
C -0.881 -2.153 1.967 0.0 0.3 0.5 -0.099
H -1.621 -1.859 2.712 0.1 -0.1 -0.1 0.126
H -0.501 -3.156 2.193 0.0 0.0 0.0 0.134
H 0.767 -1.191 2.920 0.0 0.0 0.0 0.117
H -0.119 -0.147 1.782 0.0 -0.1 0.0 0.119
C 2.398 -0.661 0.899 0.1 -0.1 0.0 -0.322
C 3.478 -1.164 -0.079 -0.1 0.1 -0.1 -0.134
H 3.397 -0.659 -1.041 0.0 -0.1 -0.1 0.101
H 3.344 -2.234 -0.239 -0.1 0.0 -0.1 0.111
C 4.837 -0.888 0.586 0.1 0.1 -0.1 -0.181
H 5.318 -1.826 0.864 0.1 0.0 0.0 0.105
H 5.515 -0.351 -0.077 0.1 -0.1 0.0 0.099
C 4.514 -0.081 1.844 0.0 -0.1 0.1 -0.189
H 5.253 -0.220 2.631 0.0 0.1 0.0 0.107
H 4.458 0.982 1.606 0.0 0.1 0.0 0.098
C 3.131 -0.582 2.241 -0.1 0.3 -0.1 -0.150
H 2.643 0.086 2.949 -0.1 0.0 0.1 0.110
H 3.199 -1.581 2.674 0.0 -0.1 0.1 0.125
H 2.094 0.361 0.610 0.0 -0.1 0.0 0.130
H 1.264 -1.829 -1.148 0.0 0.0 0.0 0.123
H 0.193 -0.522 -0.612 0.0 -0.1 0.0 0.109
H -0.246 -3.524 -0.243 0.0 0.0 0.0 0.134
H -3.156 -2.896 -1.351 0.0 0.1 -0.2 0.094
H -4.593 -2.187 -0.579 0.1 -0.1 0.1 0.098
H -1.455 1.216 -1.924 -0.1 0.0 0.3 0.104
H -0.198 2.790 1.174 0.0 0.0 0.0 0.108
H 2.126 3.539 1.379 0.0 0.1 0.1 0.114
H 4.347 3.686 0.550 0.1 0.0 0.1 0.074
H 4.807 2.515 -0.694 0.1 0.0 0.0 0.074
H 4.334 4.146 -1.154 0.1 0.1 0.0 0.082
```
Forces are in eV/Å.

Results
lowest unoccupied orbital energy	0.0176	Ha
ΔE to the lowest compared entry with this formula, charge and spin	13.1	kcal per mole
total charge	0
orbital gap	8.83	eV
HOMO	-8.355	eV

***

# 2
A cluster of 2 separate species, C4H13NO in total, computed with wB97M-V/def2-TZVPD.

```
19
Properties=species:S:1:pos:R:3:forces:R:3:lowdin_charge:R:1
C -1.659 2.815 1.079 -1.3 -2.9 -0.7 -0.064
C -1.187 1.386 0.650 0.8 -0.1 -1.9 -0.233
O -0.350 1.596 -0.551 -1.1 0.5 -0.5 -0.208
C 0.511 0.568 -1.055 0.6 -0.1 2.4 -0.302
C 0.954 0.789 -2.456 -0.3 0.8 -1.9 -0.096
H -0.780 3.403 1.280 -0.1 0.6 -0.3 0.069
H -2.408 3.106 0.308 1.0 0.6 0.5 0.086
H -2.243 2.644 1.986 0.1 0.3 0.2 0.064
H -1.976 0.598 0.421 0.5 1.3 0.2 0.129
H -0.526 0.935 1.361 0.3 -0.2 0.9 0.090
H 0.061 -0.417 -0.914 -0.1 -0.1 0.0 0.113
H 1.403 0.659 -0.403 -0.1 -0.7 -0.1 0.119
H 0.111 1.210 -3.007 -0.1 -0.1 -0.2 0.076
H 1.317 -0.068 -3.065 -0.4 0.1 1.0 0.086
H 1.730 1.548 -2.573 0.0 0.0 0.4 0.072
N 1.471 -6.054 2.027 -1.0 -0.4 0.5 -0.010
H 1.471 -6.304 1.040 -1.1 -0.3 0.3 0.002
H 0.557 -5.778 2.481 1.4 -0.5 -1.5 0.038
H 2.071 -5.271 1.998 0.7 1.2 0.6 -0.030
```
Forces are in eV/Å.

Results
lowest unoccupied orbital energy	0.0345	Ha
ΔE to the lowest compared entry with this formula, charge and spin	34.0	kcal per mole
total charge	0
orbital gap	10.42	eV
HOMO	-9.484	eV

***

# 3
A structure of composition C42H39HgN2O3Si, computed with wB97M-V/def2-TZVPD.

```
88
Properties=species:S:1:pos:R:3:forces:R:3:lowdin_charge:R:1
Hg 1.096 -0.486 0.590 0.0 0.0 0.0 0.746
C 3.993 -1.019 3.594 0.0 0.0 0.0 -0.085
C 3.930 0.451 4.021 0.0 0.0 0.0 -0.390
C 4.729 1.304 3.040 0.0 0.0 0.0 -0.089
C 2.482 0.890 4.161 0.0 0.1 0.0 -0.217
C 1.699 0.362 5.183 0.0 0.0 0.0 -0.061
C 0.356 0.688 5.304 0.0 0.0 0.0 -0.061
C -0.253 1.551 4.400 0.0 0.0 0.0 -0.285
C -1.712 1.903 4.506 0.0 0.0 0.0 -0.052
C 0.528 2.074 3.377 0.0 0.1 0.0 -0.044
C 1.877 1.766 3.264 -0.1 0.0 0.0 -0.045
H 5.031 -1.355 3.515 0.0 0.0 0.0 0.066
H 3.509 -1.140 2.621 0.0 0.0 0.0 0.045
H 3.473 -1.667 4.302 0.0 0.0 0.0 0.064
H 4.394 0.539 5.013 0.0 0.0 0.0 0.124
H 4.307 1.240 2.033 0.0 0.0 0.0 0.056
H 5.765 0.957 3.004 0.0 0.0 0.0 0.068
H 4.733 2.357 3.335 0.0 0.0 0.0 0.079
H 2.144 -0.330 5.894 0.0 0.0 0.0 0.101
H -0.234 0.249 6.102 0.0 0.0 0.0 0.097
H -1.847 2.910 4.913 0.0 0.0 0.0 0.072
H -2.244 1.202 5.150 0.0 0.0 0.0 0.071
H -2.178 1.868 3.522 0.0 0.0 0.0 0.064
H 0.070 2.703 2.622 0.0 0.0 0.0 0.112
H 2.431 2.175 2.430 0.0 -0.1 0.0 0.083
O -3.476 -0.649 2.778 -0.1 0.0 0.0 0.011
C -4.193 -0.042 1.822 0.0 0.0 0.0 -0.303
C -5.585 -0.172 1.838 0.0 0.0 0.0 -0.043
C -6.355 0.412 0.848 0.0 0.0 0.0 -0.127
C -5.752 1.139 -0.174 0.0 0.0 0.0 -0.124
C -4.372 1.280 -0.180 0.0 0.0 0.0 -0.044
C -3.573 0.708 0.804 0.0 0.0 0.0 -0.078
C -2.075 0.854 0.800 0.1 -0.1 -0.1 -0.483
O -1.433 0.185 1.681 0.0 0.0 0.0 -0.149
N -1.590 1.655 -0.118 0.0 0.1 0.1 0.029
N -0.197 1.725 -0.115 0.0 -0.1 0.1 -0.042
C 0.250 2.553 -0.980 0.0 0.0 0.0 -0.150
C 1.639 2.815 -1.342 0.0 0.0 0.0 -0.147
C 1.824 3.672 -2.430 0.0 0.0 0.0 -0.095
C 3.069 4.016 -2.927 0.0 0.0 0.0 -0.157
C 4.193 3.468 -2.301 0.0 0.0 0.0 -0.149
C 4.058 2.619 -1.227 0.0 0.0 0.0 -0.050
C 2.787 2.243 -0.684 0.0 0.0 -0.1 -0.411
O 2.726 1.468 0.325 0.0 0.0 -0.1 -0.244
H -2.504 -0.453 2.499 0.0 0.0 0.0 0.054
H -6.033 -0.755 2.634 0.0 0.0 0.0 0.103
H -7.433 0.292 0.868 0.0 0.0 0.0 0.084
H -6.350 1.587 -0.958 0.0 0.0 0.0 0.081
H -3.869 1.839 -0.959 0.0 0.0 0.0 0.098
H -0.491 3.118 -1.559 0.0 0.0 0.0 0.104
H 0.933 4.072 -2.908 0.0 0.0 0.0 0.093
H 3.166 4.675 -3.780 0.0 0.0 0.0 0.070
H 5.187 3.710 -2.667 0.0 0.0 0.0 0.080
H 4.930 2.190 -0.744 0.0 0.0 0.0 0.092
C 2.329 -5.405 -2.819 0.0 0.0 0.0 -0.128
C 3.016 -4.304 -2.325 0.0 0.0 0.0 -0.110
C 2.318 -3.169 -1.930 0.0 0.0 0.0 -0.127
C 0.926 -3.093 -2.033 0.0 0.0 0.0 -0.302
C 0.257 -4.215 -2.528 0.0 0.0 0.0 -0.096
C 0.944 -5.359 -2.915 0.0 0.0 0.0 -0.114
Si 0.025 -1.489 -1.535 0.0 0.0 0.0 0.602
C -1.766 -2.005 -1.189 0.0 0.0 0.0 -0.298
C -2.799 -1.880 -2.121 0.0 0.0 0.0 -0.105
C -4.104 -2.241 -1.809 0.0 0.0 0.0 -0.104
C -4.404 -2.746 -0.551 0.0 0.0 0.0 -0.111
C -3.392 -2.888 0.387 0.0 0.0 0.0 -0.100
C -2.093 -2.516 0.071 0.0 0.0 0.0 -0.115
C -0.026 -0.465 -3.127 0.0 0.0 0.0 -0.277
C 0.830 -0.696 -4.208 0.0 0.0 0.0 -0.098
C 0.825 0.126 -5.328 0.0 0.0 0.0 -0.113
C -0.047 1.203 -5.397 0.0 0.0 0.0 -0.121
C -0.907 1.451 -4.335 0.0 0.0 0.0 -0.103
C -0.893 0.633 -3.215 0.0 0.0 0.0 -0.130
H 2.868 -6.297 -3.120 0.0 0.0 0.0 0.084
H 4.096 -4.333 -2.236 0.0 0.0 0.0 0.090
H 2.862 -2.323 -1.521 0.0 0.0 0.0 0.085
H -0.825 -4.193 -2.608 0.0 0.0 0.0 0.095
H 0.398 -6.217 -3.292 0.0 0.0 0.0 0.087
H -2.585 -1.474 -3.104 0.0 0.0 0.0 0.091
H -4.892 -2.108 -2.542 0.0 0.0 0.0 0.090
H -5.427 -2.996 -0.293 0.0 0.0 0.0 0.091
H -3.621 -3.238 1.387 0.0 0.0 0.0 0.099
H -1.321 -2.583 0.832 0.0 0.0 0.0 0.086
H 1.518 -1.534 -4.175 0.0 0.0 0.0 0.088
H 1.509 -0.073 -6.146 0.0 0.0 0.0 0.087
H -0.045 1.854 -6.265 0.0 0.0 0.0 0.084
H -1.581 2.300 -4.368 0.0 0.0 0.0 0.095
H -1.551 0.862 -2.381 0.0 0.0 0.0 0.077
```
Forces are in eV/Å.

Results
lowest unoccupied orbital energy (spin up / spin down)	0.1690 / 0.1687	Ha
ΔE to the lowest compared entry with this formula, charge and spin	0.0	kcal per mole
total charge	-2
orbital gap (spin up / spin down)	4.50 / 5.97	eV
HOMO (spin up / spin down)	0.093 / -1.386	eV
spin multiplicity	2